Computed, not measured: a cluster of 2 separate species, C5H13N3 in total in a non-equilibrium geometry, with ωB97M-V/def2-TZVPD.

Calculated values
gap between HOMO and LUMO	0.263	Eh
E	-9862.370	eV

Positions of all 21 atoms, in Å:
C: -1.659 1.648 -0.879
C: -1.425 -1.510 1.109
C: -1.074 -0.180 0.501
N: -1.904 0.347 -0.300
H: 0.175 0.719 1.040
H: -0.764 2.165 -0.496
H: -2.522 2.290 -0.691
H: -1.564 1.555 -1.967
H: -0.952 -2.316 0.545
H: -1.035 -1.577 2.130
H: -2.506 -1.664 1.141
C: 1.351 -0.139 -1.478
C: 1.352 -0.510 -0.027
N: 1.399 0.718 0.904
N: 1.682 -1.665 0.374
H: 1.893 0.530 1.774
H: 1.776 1.562 0.472
H: 1.716 -1.780 1.383
H: 0.813 -0.908 -2.028
H: 2.385 -0.098 -1.840
H: 0.864 0.813 -1.667



Computed, not measured: an isolated molecule of C4H9N3O in a non-equilibrium geometry, with ωB97M-V/def2-TZVPD.

Calculated values
SMILES string	C[C@H]1CN1/N=C\NO
gap between HOMO and LUMO	0.363	Eh
E	-10807.399	eV

Positions of all 17 atoms, in Å:
C: -2.318 -0.801 -0.271
C: -1.491 0.439 -0.465
C: -0.873 1.240 0.655
N: -0.013 0.449 -0.197
N: 0.442 -0.740 0.503
C: 1.734 -0.673 0.490
N: 2.397 0.455 0.045
O: 3.730 0.129 -0.364
H: -3.164 -0.778 -0.991
H: -2.769 -0.774 0.764
H: -1.769 -1.670 -0.392
H: -1.760 0.993 -1.404
H: -0.819 2.312 0.547
H: -1.138 0.758 1.654
H: 2.312 -1.478 0.977
H: 1.804 0.891 -0.679
H: 3.695 -0.752 -0.872



Repeat the first record exactly.
Computed, not measured: a cluster of 2 separate species, C5H13N3 in total in a non-equilibrium geometry, with ωB97M-V/def2-TZVPD.

Calculated values
gap between HOMO and LUMO	0.263	Eh
E	-9862.370	eV

Positions of all 21 atoms, in Å:
C: -1.659 1.648 -0.879
C: -1.425 -1.510 1.109
C: -1.074 -0.180 0.501
N: -1.904 0.347 -0.300
H: 0.175 0.719 1.040
H: -0.764 2.165 -0.496
H: -2.522 2.290 -0.691
H: -1.564 1.555 -1.967
H: -0.952 -2.316 0.545
H: -1.035 -1.577 2.130
H: -2.506 -1.664 1.141
C: 1.351 -0.139 -1.478
C: 1.352 -0.510 -0.027
N: 1.399 0.718 0.904
N: 1.682 -1.665 0.374
H: 1.893 0.530 1.774
H: 1.776 1.562 0.472
H: 1.716 -1.780 1.383
H: 0.813 -0.908 -2.028
H: 2.385 -0.098 -1.840
H: 0.864 0.813 -1.667



The lowest E belongs to which entry?
C4H9N3O